No. 1
77
Properties=species:S:1:pos:R:3:mulliken_charge:R:1 method="wB97M-V/def2-TZVPD" e_tot_ev=-38289.05833 charge=0 homo_ev=-8.2 smiles="C=Cc1c(CC(C)C)ccc2c1C(=O)N(O)C2=O.CCN(CC)CC.CCN(CC)CC" spin_multiplicity=1
C 1.721 2.898 -3.891 -0.658
C 0.460 2.250 -3.362 -0.433
C 0.366 0.615 -3.284 0.346
C 1.264 -0.262 -2.215 0.417
C 2.263 0.562 -1.161 -0.829
C 1.518 0.414 0.329 0.424
C 1.842 1.669 1.338 -1.145
C -0.145 0.373 0.161 -0.874
C 1.235 -1.905 -2.102 -0.411
C 0.235 -2.715 -3.122 -0.458
C -0.702 -1.860 -4.174 -0.142
C -0.639 -0.215 -4.278 0.107
C -1.707 0.266 -5.429 0.329
O -1.994 1.488 -5.910 -0.547
N -2.359 -1.051 -5.801 0.278
O -3.156 -1.078 -6.882 -0.410
C -1.818 -2.364 -5.278 0.255
O -2.128 -3.637 -5.535 -0.557
H 1.751 3.991 -4.323 0.264
H 2.768 2.326 -3.861 0.247
H -0.443 2.925 -3.026 0.301
H 2.435 1.678 -1.473 0.295
H 3.296 -0.002 -1.208 0.304
H 1.832 -0.643 0.750 0.231
H 1.160 1.500 2.301 0.291
H 1.450 2.652 0.788 0.206
H 2.977 1.769 1.622 0.314
H -0.488 -0.728 -0.039 0.171
H -0.537 1.156 -0.616 0.132
H -0.588 0.701 1.214 0.395
H 1.928 -2.430 -1.287 0.265
H 0.177 -3.886 -3.108 0.512
H -3.857 -1.810 -6.755 0.367
C -2.123 -4.849 -1.628 -1.270
C -1.509 -6.148 -1.114 -0.447
N -0.926 -6.029 0.224 0.151
C -0.061 -7.155 0.586 -0.688
C -0.705 -8.533 0.696 -0.976
C -1.823 -5.564 1.285 -0.645
C -3.104 -6.355 1.529 -0.983
H -1.406 -4.022 -1.572 0.134
H -2.417 -4.965 -2.677 0.417
H -3.020 -4.571 -1.067 0.375
H -0.717 -6.424 -1.822 0.482
H -2.262 -6.942 -1.161 0.262
H 0.456 -6.931 1.527 0.357
H 0.741 -7.218 -0.162 0.391
H -1.318 -8.623 1.593 0.217
H 0.077 -9.298 0.767 0.399
H -1.318 -8.777 -0.176 0.274
H -2.104 -4.527 1.063 0.282
H -1.268 -5.494 2.229 0.393
H -3.649 -6.567 0.605 0.247
H -3.774 -5.775 2.173 0.387
H -2.908 -7.297 2.043 0.250
C -1.021 5.158 2.720 -1.398
C 0.230 5.230 3.592 -0.428
N 1.414 5.710 2.876 0.216
C 2.667 5.474 3.598 -0.604
C 2.856 6.186 4.934 -1.033
C 1.299 7.021 2.234 -0.715
C 0.913 8.208 3.109 -0.944
H -0.837 4.577 1.810 0.258
H -1.831 4.668 3.271 0.432
H -1.376 6.152 2.433 0.312
H 0.422 4.211 3.952 0.468
H 0.014 5.840 4.476 0.272
H 3.515 5.718 2.946 0.423
H 2.756 4.395 3.777 0.243
H 3.047 7.251 4.802 0.211
H 3.726 5.768 5.451 0.426
H 1.995 6.062 5.597 0.266
H 0.559 6.942 1.428 0.368
H 2.236 7.257 1.713 0.365
H 0.052 7.996 3.749 0.244
H 0.641 9.058 2.473 0.377
H 1.743 8.536 3.738 0.243

No. 2
86
Properties=species:S:1:pos:R:3:mulliken_charge:R:1 method="wB97M-V/def2-TZVPD" e_tot_ev=-78951.72540 charge=-2 de_lowest_kcal_mol=12.2 homo_ev=-1.0 spin_multiplicity=1
Ag -0.178 -0.946 1.299 0.078
N 1.706 -3.039 4.973 -0.574
C 1.047 -2.267 3.992 0.335
S 1.663 -2.477 2.380 -0.642
N 0.117 -1.515 4.487 -0.884
N -0.630 -0.738 3.618 0.854
C -1.226 0.226 4.197 -0.988
C -2.159 1.189 3.602 0.826
C -3.057 1.783 4.493 -0.401
C -4.021 2.701 4.111 -0.785
C -4.085 3.054 2.756 -0.346
C -3.200 2.521 1.848 -0.955
C -2.168 1.587 2.208 -0.161
O -1.320 1.209 1.344 0.431
H 2.100 -3.873 4.568 0.240
H 1.103 -3.216 5.764 0.245
H -1.073 0.321 5.278 0.162
H -2.994 1.492 5.540 0.289
H -4.706 3.126 4.835 0.327
H -4.840 3.758 2.419 0.365
H -3.245 2.797 0.800 0.321
C 1.327 1.284 -0.818 -1.717
C 0.455 0.679 -1.913 1.950
C 1.318 0.157 -3.065 -1.556
C -0.523 1.745 -2.412 -1.756
O -0.221 -0.405 -1.285 0.997
Si -1.375 -1.500 -1.761 -0.078
S -2.292 -2.314 -0.143 -0.798
O -2.318 -0.661 -2.845 -0.088
C -3.264 -1.091 -3.803 1.841
C -2.545 -1.296 -5.140 -1.474
C -4.286 0.038 -3.922 -1.879
C -3.970 -2.383 -3.391 -1.547
O -0.600 -2.567 -2.817 0.068
C 0.175 -3.722 -2.522 1.971
C -0.747 -4.920 -2.308 -1.777
C 1.064 -3.508 -1.296 -1.463
C 1.045 -3.952 -3.759 -1.936
H 1.942 2.097 -1.219 0.529
H 1.975 0.512 -0.394 0.172
H 0.689 1.657 -0.012 -0.001
H 1.782 0.991 -3.601 0.466
H 0.703 -0.421 -3.760 0.123
H 2.104 -0.495 -2.675 0.294
H 0.020 2.672 -2.615 0.421
H -1.268 1.927 -1.633 0.175
H -1.040 1.423 -3.317 0.324
H -2.112 -0.350 -5.481 0.328
H -3.237 -1.666 -5.904 0.467
H -1.737 -2.016 -4.998 0.060
H -3.776 0.970 -4.177 0.330
H -4.786 0.175 -2.960 0.400
H -5.033 -0.186 -4.690 0.396
H -3.261 -3.215 -3.364 0.162
H -4.767 -2.614 -4.105 0.500
H -4.386 -2.281 -2.388 0.326
H -1.431 -4.700 -1.486 0.258
H -0.162 -5.813 -2.063 0.460
H -1.329 -5.115 -3.215 0.356
H 0.465 -3.426 -0.386 0.206
H 1.637 -2.583 -1.401 0.148
H 1.760 -4.345 -1.183 0.518
H 0.414 -4.050 -4.647 0.358
H 1.645 -4.860 -3.645 0.394
H 1.714 -3.099 -3.903 0.374
C 4.342 0.234 1.795 -0.896
N 3.937 1.590 2.108 0.236
C 4.831 2.675 1.796 -0.599
C 4.584 3.805 2.779 -0.746
C 3.145 4.273 2.633 -0.685
N 2.233 3.172 2.408 0.501
C 0.817 3.477 2.539 -0.809
C 2.588 1.840 2.300 0.156
O 1.762 0.952 2.330 -0.319
H 5.267 -0.007 2.328 0.403
H 4.511 0.101 0.719 0.287
H 3.557 -0.452 2.112 0.035
H 4.690 3.039 0.766 0.250
H 5.856 2.307 1.875 0.386
H 5.267 4.639 2.606 0.389
H 4.752 3.421 3.788 0.306
H 3.068 4.981 1.797 0.322
H 2.833 4.817 3.533 0.305
H 0.545 3.672 3.583 0.377
H 0.233 2.635 2.170 -0.314
H 0.582 4.365 1.943 0.374